{"formula": "C57H88O43", "method": "ωB97M-V/def2-TZVPD", "charge": 0, "lumo_energy_ev": -0.29, "homo_energy_ev": -10.59, "species": ["C", "O", "H", "H", "H", "H", "C", "C", "C", "O", "C", "O", "O", "H", "H", "H", "H", "H", "H", "C", "C", "C", "O", "C", "O", "O", "H", "H", "H", "H", "H", "H", "C", "C", "C", "O", "C", "O", "O", "H", "H", "H", "H", "H", "H", "C", "C", "C", "O", "C", "O", "O", "H", "H", "H", "H", "H", "H", "C", "C", "C", "O", "C", "O", "O", "H", "H", "H", "H", "H", "H", "C", "C", "C", "O", "C", "O", "O", "H", "H", "H", "H", "H", "H", "C", "C", "C", "O", "C", "O", "O", "H", "H", "H", "H", "H", "H", "C", "C", "C", "O", "C", "O", "O", "H", "H", "H", "H", "H", "H", "C", "C", "C", "O", "C", "O", "O", "H", "H", "H", "H", "H", "H", "C", "C", "C", "O", "C", "O", "O", "H", "H", "H", "H", "H", "H", "C", "C", "C", "O", "C", "O", "O", "H", "H", "H", "H", "H", "H", "C", "C", "C", "O", "C", "O", "O", "H", "H", "H", "H", "H", "H", "C", "C", "C", "O", "C", "O", "O", "H", "H", "H", "H", "H", "H", "C", "C", "C", "O", "C", "O", "O", "H", "H", "H", "H", "H", "H"], "coordinates": [[0.65358, 6.52343, 2.65234], [0.02437, 5.26595, 2.88978], [1.58755, 6.34135, 2.12068], [0.02747, 7.10021, 1.97161], [0.88333, 7.04395, 3.58206], [-0.05169, 5.20392, 3.84475], [-0.97706, -3.27122, -4.85825], [-2.21439, -3.02328, -5.75904], [-3.02512, -1.81190, -5.42006], [-3.21295, -1.11339, -6.57702], [-2.50447, -1.69705, -7.51917], [-2.27540, -1.28896, -8.66461], [-1.78458, -2.73767, -7.06903], [-0.36603, -4.10522, -5.20350], [-1.23270, -3.38430, -3.80470], [-0.30997, -2.41063, -4.90803], [-2.81038, -3.92283, -5.91299], [-2.45964, -1.24290, -4.68211], [-3.97369, -1.98877, -4.91307], [-4.87038, 6.71574, 4.39098], [-5.96861, 5.62120, 4.29263], [-5.43280, 4.18442, 4.05248], [-6.04771, 3.39109, 4.94869], [-6.48562, 4.14566, 5.96190], [-6.94854, 3.75471, 7.00375], [-6.39162, 5.44999, 5.58918], [-4.56221, 7.06130, 3.40421], [-4.03468, 6.33375, 4.97733], [-5.34300, 7.63665, 4.73252], [-6.77373, 5.94127, 3.63124], [-4.34803, 4.08737, 4.00840], [-5.76392, 4.04955, 3.02278], [4.77932, -6.02759, -4.62313], [4.51242, -7.44205, -3.99685], [4.52633, -7.46168, -2.47859], [3.20085, -7.98072, -2.25612], [2.46912, -8.07858, -3.38698], [1.27485, -8.47179, -3.48887], [3.22376, -7.78184, -4.41633], [4.25926, -5.20006, -4.14062], [4.41502, -5.90056, -5.64257], [5.82932, -5.75147, -4.71990], [5.18480, -8.25452, -4.27233], [4.52715, -6.44735, -2.07954], [5.35259, -8.07270, -2.11519], [5.79979, -5.11962, 3.63707], [5.70897, -5.44903, 5.13549], [6.63538, -4.60479, 5.98463], [5.79931, -4.10499, 7.01726], [4.53806, -4.52926, 6.80807], [3.58905, -4.35296, 7.56407], [4.45435, -5.08971, 5.63701], [5.49958, -4.09207, 3.43186], [5.11487, -5.78822, 3.11557], [6.77506, -5.30221, 3.18585], [5.88213, -6.52085, 5.23204], [7.06626, -3.80916, 5.37684], [7.46680, -5.14967, 6.43178], [-2.93017, 6.09169, -6.66913], [-3.35510, 7.04376, -5.57930], [-2.73942, 6.76744, -4.19499], [-2.05365, 7.95172, -3.93692], [-2.21590, 8.82690, -4.92407], [-1.72984, 9.94790, -4.87551], [-2.86866, 8.29567, -5.93687], [-1.85596, 5.91526, -6.72433], [-3.30269, 6.52352, -7.59803], [-3.50043, 5.16643, -6.58667], [-4.42618, 6.93318, -5.40999], [-2.05858, 5.91888, -4.26205], [-3.52594, 6.51702, -3.48309], [-9.57155, 2.91481, 0.30355], [-9.02610, 2.03961, -0.85668], [-8.98706, 2.77572, -2.17694], [-7.62005, 2.92282, -2.49692], [-6.91141, 2.30041, -1.62539], [-5.66465, 2.18182, -1.65772], [-7.67482, 1.87352, -0.60485], [-9.06638, 2.64933, 1.23223], [-10.64686, 2.73775, 0.28195], [-9.31689, 3.94774, 0.06625], [-9.53057, 1.08981, -1.03414], [-9.43965, 3.75399, -2.01493], [-9.60753, 2.29827, -2.93534], [4.61606, 0.45695, -10.51985], [3.46352, 0.21057, -9.59695], [3.72524, -0.58654, -8.36563], [3.00431, 0.11364, -7.40231], [2.70534, 1.32469, -7.84110], [2.13752, 2.20924, -7.18480], [2.99080, 1.44809, -9.12900], [5.33912, 1.09353, -10.00990], [4.30472, 0.97968, -11.42425], [5.07715, -0.48792, -10.80745], [2.76392, -0.36092, -10.20693], [4.80271, -0.59976, -8.20134], [3.38354, -1.60682, -8.53985], [-0.97638, -6.08816, 2.20035], [-1.60183, -6.58219, 3.47228], [-1.98336, -5.57487, 4.50236], [-3.24735, -5.97177, 4.84183], [-3.78343, -6.78874, 3.91286], [-4.95703, -7.17831, 3.83104], [-2.87574, -7.08590, 3.03383], [-0.00197, -5.81720, 2.60682], [-1.59090, -5.27496, 1.81415], [-0.88639, -6.85613, 1.43209], [-1.17025, -7.42089, 4.01858], [-2.01764, -4.61447, 3.98802], [-1.18366, -5.49044, 5.23819], [3.41368, 6.02484, -2.58973], [4.59591, 5.26614, -2.13868], [5.37791, 4.35483, -3.16052], [6.68626, 4.72939, -2.87728], [6.78677, 5.74235, -2.02266], [7.85238, 6.28276, -1.75578], [5.53603, 6.18837, -1.62254], [3.66514, 6.55923, -3.50587], [2.94831, 6.77472, -1.95003], [2.63845, 5.28373, -2.78434], [4.21409, 4.60314, -1.36232], [5.11386, 4.51681, -4.20557], [5.25357, 3.29174, -2.95440], [4.53825, 1.41543, 5.95739], [4.50195, 1.15932, 4.38812], [4.60023, 2.38562, 3.57629], [5.66371, 2.16800, 2.69849], [6.33320, 1.09804, 3.11067], [7.32830, 0.66722, 2.58570], [5.70789, 0.58790, 4.16490], [3.74932, 2.04587, 6.36756], [5.43698, 1.97997, 6.20578], [4.51189, 0.50512, 6.55633], [3.71648, 0.43672, 4.16681], [4.74594, 3.31430, 4.12805], [3.67179, 2.48463, 3.01391], [8.99826, -2.19341, -2.22724], [9.02117, -0.78075, -2.85568], [10.39700, -0.10722, -2.81882], [10.51097, 0.44371, -4.09372], [9.58760, -0.07330, -4.93428], [9.56197, 0.13536, -6.14332], [8.79728, -0.90405, -4.21884], [8.02804, -2.68696, -2.17084], [9.37038, -2.08773, -1.20819], [9.64828, -2.93767, -2.68731], [8.22040, -0.13273, -2.49940], [11.20879, -0.80279, -2.60599], [10.42820, 0.69483, -2.08136], [-9.62002, -3.86685, 2.91548], [-8.81131, -2.82177, 2.18453], [-7.68236, -2.20813, 3.00310], [-6.49002, -2.53599, 2.32058], [-6.79409, -3.20776, 1.12492], [-5.98199, -3.50839, 0.26179], [-8.09119, -3.45284, 1.12254], [-8.94765, -4.60475, 3.35310], [-10.34940, -4.31125, 2.23826], [-10.07515, -3.40088, 3.78945], [-9.42195, -2.01727, 1.77466], [-7.76010, -2.71939, 3.96261], [-7.84885, -1.14673, 3.18698], [-0.86198, 0.18190, 1.27238], [-0.33758, -0.20431, -0.10403], [0.30192, 0.89939, -0.93862], [1.56691, 0.39062, -1.27841], [1.83814, -0.69243, -0.62388], [2.91572, -1.23414, -0.59717], [0.78725, -1.07676, 0.09629], [-1.67057, 0.89453, 1.10978], [-0.05967, 0.66401, 1.83092], [-1.19703, -0.65573, 1.88411], [-1.08527, -0.71478, -0.71106], [0.46505, 1.79344, -0.33681], [-0.19377, 1.13471, -1.88043], [-4.47898, 0.34264, 10.61027], [-3.88990, -0.83412, 9.81133], [-4.47629, -1.04779, 8.41456], [-3.33454, -1.01287, 7.54262], [-2.36779, -0.48493, 8.16541], [-1.32332, -0.13512, 7.67705], [-2.55773, -0.54257, 9.46301], [-3.81194, 0.49218, 11.45926], [-5.51438, 0.23188, 10.93243], [-4.26325, 1.26810, 10.07634], [-4.01891, -1.78892, 10.32105], [-5.24238, -0.39536, 7.99559], [-4.98580, -2.01118, 8.43442]], "forces_ev_per_angstrom": [[0.248, -0.348, -0.645], [-0.016, 0.128, 0.478], [0.180, 0.061, 0.064], [-0.073, 0.291, 0.300], [-0.174, 0.198, -0.139], [-0.162, -0.349, -0.060], [-0.322, 0.427, -0.412], [0.894, -1.826, 0.523], [-0.251, -0.277, 3.516], [-0.862, 0.837, -1.390], [3.277, 1.260, -4.917], [-1.680, -0.647, 2.892], [-0.170, 0.388, -0.306], [-0.377, -0.215, 0.057], [-0.213, -0.273, -0.084], [-0.138, 0.282, -0.131], [-0.173, -0.170, 0.755], [0.172, 0.566, -0.180], [-0.136, -0.357, -0.311], [-1.061, -0.158, -1.333], [2.816, 0.389, 0.237], [0.672, 2.478, -4.296], [-0.636, -1.834, 1.406], [-1.315, 0.481, 1.359], [0.848, 0.432, -1.476], [-1.690, -0.126, 2.842], [0.452, -0.567, -0.250], [-0.116, 0.426, 0.067], [0.152, -0.198, 0.860], [-0.162, -0.260, 0.029], [0.083, 0.085, 0.606], [-0.024, -1.184, -0.065], [0.500, -0.285, -0.459], [1.678, 1.958, -1.128], [-1.467, 0.748, -0.864], [-0.568, -0.605, 1.329], [-4.222, -2.133, 0.192], [4.669, 1.748, 0.904], [-0.522, -0.125, -0.833], [-0.007, -0.330, 0.749], [-0.126, -0.833, -0.165], [0.153, -0.194, 0.465], [0.149, 0.369, -0.890], [0.307, -0.140, 0.270], [-0.547, -0.145, 0.437], [-0.635, -0.368, 0.132], [1.307, 0.100, -1.611], [0.848, -0.012, -0.033], [0.102, 0.085, 0.632], [-2.074, 1.536, 2.783], [2.319, -0.320, -1.577], [-1.503, -1.357, -1.457], [0.053, 0.031, 0.112], [-0.137, 0.109, -0.110], [0.189, 0.033, 0.411], [-0.181, -0.071, 0.406], [-0.171, 0.365, 0.254], [-0.128, -0.105, 0.037], [-0.983, -0.188, -0.366], [0.162, -2.483, 0.291], [-0.269, -1.062, -1.081], [0.298, 0.062, 1.489], [2.152, 3.391, 0.592], [-1.225, -2.189, -0.416], [-0.905, 1.162, -0.486], [-0.095, 0.043, 0.080], [0.342, 0.037, -0.216], [0.352, -0.286, 0.206], [-0.302, 0.967, -0.675], [0.239, 0.095, 0.227], [0.242, 0.420, 0.356], [-0.009, -0.973, -1.286], [-0.587, 1.024, 0.441], [-1.893, 1.127, -0.099], [-1.238, 0.721, -2.161], [5.667, -1.104, 1.755], [-4.219, 0.338, 0.088], [2.009, -1.312, 0.462], [-0.437, -0.209, 0.028], [-0.069, 0.459, 0.659], [-0.221, 0.051, 0.153], [0.068, -0.194, 0.698], [0.269, 0.265, -0.346], [0.683, -0.186, -0.382], [0.661, 0.250, 0.081], [0.322, -0.658, -2.262], [1.126, -0.633, -1.043], [-0.069, -0.597, 1.770], [-2.785, 3.317, 1.805], [1.877, -2.556, -1.498], [-0.291, 0.390, -0.316], [0.260, -0.107, -0.052], [-0.119, -0.079, 0.054], [0.093, 0.015, -0.008], [-0.972, 0.612, 0.118], [0.056, 0.013, 0.741], [-0.173, 0.050, 0.658], [0.923, -0.317, 1.203], [-0.790, -1.534, -1.158], [1.802, 1.468, -1.967], [-2.198, -0.180, 2.272], [-3.921, -0.948, -0.338], [3.166, 1.406, 0.960], [0.292, -0.697, -0.690], [0.464, 0.706, -1.047], [0.382, 0.181, 0.081], [0.079, -0.044, 0.263], [0.780, -0.179, -0.570], [-0.246, 0.460, 0.224], [-0.763, -0.279, 0.777], [-0.993, 0.216, -1.679], [-0.877, -0.847, 0.651], [-1.517, 0.665, 0.737], [1.337, -0.396, -0.257], [1.916, 2.612, 0.434], [-2.733, -1.348, -0.165], [2.083, -1.130, -0.355], [-0.216, -0.030, -0.253], [0.575, -0.261, 0.609], [-0.206, 0.110, -0.395], [0.525, -0.037, 0.573], [0.159, 0.328, -0.045], [-0.069, 0.087, 0.139], [-0.591, 0.521, -0.471], [-1.025, 0.249, 4.365], [-2.227, 1.616, -0.769], [0.293, 0.630, -0.879], [1.555, -0.766, -1.152], [-0.958, 0.372, 0.765], [2.907, -2.755, -0.350], [-0.465, -0.042, -0.453], [0.285, -0.238, -0.241], [0.145, -0.168, -0.378], [-0.219, 0.295, -0.382], [0.196, -0.124, 0.206], [0.095, 0.353, -0.284], [0.083, 0.433, 0.665], [0.235, -1.367, 0.937], [-0.511, 0.063, 1.301], [0.350, 0.698, -1.217], [0.583, 0.059, -2.207], [-0.316, -0.601, 3.250], [-0.607, -0.007, -2.713], [-0.225, 0.508, -0.090], [-0.128, -0.037, 0.215], [0.275, 0.484, -0.485], [0.119, -0.072, 0.587], [0.036, -0.125, -0.208], [0.069, -0.021, -0.025], [0.292, 0.399, 0.202], [0.363, 0.090, -0.181], [-0.813, -0.674, 0.840], [0.265, -0.100, -1.151], [2.145, 0.274, -0.236], [-2.050, 0.759, 2.353], [-0.772, -0.426, -1.243], [0.032, -0.276, -0.376], [-0.030, -0.094, 0.317], [-0.475, 0.098, -0.175], [-0.226, -0.262, -0.300], [0.774, 0.113, 0.275], [0.557, 0.098, -0.333], [0.147, 0.427, -0.555], [0.063, -0.480, 0.342], [-0.372, 0.780, 0.153], [0.523, 1.521, -1.588], [1.857, -1.650, 1.248], [-0.894, 0.206, -0.229], [-0.578, -0.903, 0.363], [-0.135, 0.002, 0.321], [0.003, 0.174, -0.040], [-0.129, -0.089, -0.394], [-0.066, -0.268, 0.210], [-0.170, 0.217, -0.113], [-0.268, 0.071, 0.292], [1.449, -0.147, -0.032], [-1.567, 0.941, -0.600], [-1.240, -0.832, -0.399], [-3.697, -1.250, -2.043], [4.381, 0.404, 0.148], [-0.616, 0.206, 0.047], [0.665, 0.579, 2.749], [-0.307, -0.364, 0.507], [0.139, -0.001, -0.204], [-0.682, -0.005, -0.463], [0.681, 0.153, 0.417], [0.291, 0.701, 0.450], [0.499, -0.353, -0.615]]}